Entry from the OMol25 dataset: a 6-piece molecular cluster, C45H86F6N7O5S2 overall in a non-equilibrium geometry (ωB97M-V with the def2-TZVPD basis set).

## Properties
- 2S+1: 1
- Gap between HOMO and LUMO: 7.14 eV
- Total charge: +5

```
151
Properties=species:S:1:pos:R:3:mulliken_charge:R:1
C 2.6610 2.6687 3.2983 -1.30
C 3.2043 3.2465 2.0460 0.08
C 4.3115 2.4453 1.2542 0.14
O 4.9926 3.3092 0.4157 -0.44
C 5.4531 2.6661 -0.7638 -0.43
N 2.1449 3.9622 1.2140 -0.02
H 2.5386 4.4547 0.4250 0.44
H 1.3102 3.4608 0.9455 0.19
H 1.7641 4.7416 1.7314 0.45
H 1.7755 2.0369 3.2298 0.14
H 2.3980 3.4686 3.9905 0.48
H 3.4457 2.1354 3.8348 0.32
H 3.7829 4.1004 2.3982 0.31
H 3.8456 1.5662 0.8090 0.17
H 5.0061 1.8832 1.8786 0.04
H 6.0129 3.3665 -1.3836 0.35
H 4.6695 2.2604 -1.4037 0.22
H 6.1753 1.8834 -0.5316 0.05
C -1.6085 6.2663 -3.7604 -1.37
C -1.2620 7.6034 -3.0164 -0.18
C -2.0213 7.6964 -1.7292 -0.80
N -2.2513 9.1535 -1.1730 0.28
C -3.0692 9.0449 0.1852 -0.58
C -3.4482 10.4473 0.7198 -0.76
C -4.2912 11.1798 -0.2178 -0.63
C -3.7539 11.2209 -1.6687 -0.86
C -3.1170 9.9231 -2.2095 -0.63
C -0.8597 9.9639 -0.9918 -0.93
H -1.4525 5.4761 -3.0260 0.18
H -0.9347 6.0387 -4.5864 0.40
H -2.6637 6.1704 -4.0165 0.39
H -1.4709 8.3576 -3.7752 0.26
H -0.2023 7.5698 -2.7635 0.43
H -1.3798 7.2769 -0.9542 0.37
H -2.9224 7.0840 -1.7638 0.42
H -3.9452 8.5149 -0.1886 0.38
H -2.4782 8.4344 0.8679 0.46
H -3.7174 10.4521 1.7760 0.44
H -2.5858 11.0644 0.9720 0.33
H -5.1609 10.5357 -0.3475 0.25
H -4.5671 12.1798 0.1167 0.38
H -4.5909 11.4511 -2.3279 0.40
H -3.0243 12.0234 -1.7768 0.41
H -3.8336 9.2099 -2.6168 0.51
H -2.5032 10.1458 -3.0823 0.35
H -1.0242 11.0281 -0.8225 0.38
H -0.2565 9.8716 -1.8950 0.34
H -0.5173 9.5496 -0.0436 0.38
C 8.4626 1.5908 2.0104 -1.40
C 7.7069 0.3188 2.4814 -0.14
C 7.5871 -0.7609 1.3304 -0.61
N 6.5929 -1.9596 1.6209 0.42
C 6.7044 -3.1027 0.5179 -0.66
C 5.5850 -4.1197 0.5851 -0.87
C 4.2091 -3.4592 0.6846 -0.65
C 4.0377 -2.5670 1.9785 -0.17
C 5.1882 -1.4740 1.9009 -1.23
C 6.9731 -2.6129 2.9925 -1.05
H 9.3367 1.2975 1.4290 0.41
H 8.9050 2.1427 2.8397 0.42
H 7.9397 2.3267 1.3995 0.24
H 6.7665 0.5412 2.9855 0.22
H 8.2261 0.0244 3.3935 0.32
H 8.5649 -1.2149 1.1696 0.55
H 7.2545 -0.2995 0.4006 0.25
H 6.5150 -2.5874 -0.4238 0.39
H 7.7068 -3.5292 0.5546 0.48
H 5.5921 -4.7744 -0.2864 0.47
H 5.6470 -4.7554 1.4684 0.33
H 3.9860 -2.9035 -0.2262 0.36
H 3.4183 -4.1939 0.5329 0.42
H 3.0982 -2.0246 2.0843 -0.07
H 4.1247 -3.2298 2.8395 0.34
H 4.8824 -0.7231 1.1723 0.56
H 5.2462 -0.9572 2.8588 0.56
H 6.2318 -3.3137 3.3766 0.40
H 6.8754 -1.8983 3.8098 0.41
H 7.9179 -3.1518 2.9220 0.36
C 0.6753 -3.8394 2.5390 -0.90
C 0.5933 -5.3239 2.6480 -0.33
C -0.8319 -5.8832 2.8625 -1.00
N -1.1621 -7.3805 2.9354 0.32
C -0.5490 -7.8042 4.3359 -0.67
C -0.8092 -9.2311 4.7913 -0.69
C -2.2801 -9.5289 4.7791 -0.77
C -3.0698 -8.9619 3.5401 -0.71
C -2.6646 -7.5557 2.9519 -0.56
C -0.5561 -8.1297 1.7194 -0.86
H 1.0229 -3.4822 3.5084 0.42
H -0.3510 -3.4738 2.5064 0.42
H 1.1977 -3.4244 1.6770 -0.14
H 1.0400 -5.4605 3.6329 0.24
H 1.1643 -5.9415 1.9548 0.43
H -1.4933 -5.6043 2.0423 0.61
H -1.3494 -5.5266 3.7531 0.35
H -1.0708 -7.1559 5.0399 0.40
H 0.5163 -7.5749 4.3116 0.45
H -0.2604 -9.5326 5.6835 0.41
H -0.3988 -9.7821 3.9451 0.30
H -2.8101 -9.2546 5.6913 0.37
H -2.4526 -10.6052 4.7801 0.41
H -4.1571 -9.0196 3.5915 0.42
H -2.8181 -9.6392 2.7240 0.31
H -3.0061 -6.8078 3.6676 0.42
H -3.1295 -7.4367 1.9732 0.35
H 0.5171 -8.2098 1.8924 0.39
H -0.8224 -7.5272 0.8510 0.23
H -1.0405 -9.0940 1.5658 0.39
C -9.8675 -2.0576 -6.6891 -0.85
N -8.5274 -2.5028 -6.2448 0.02
C -8.4000 -3.1760 -5.0560 -0.36
C -7.1508 -3.4006 -4.4321 -0.63
C -5.9994 -2.9160 -4.9573 0.81
C -6.1818 -2.1535 -6.1706 -0.64
C -7.3861 -2.0341 -6.8241 -0.31
C -4.7662 -3.1365 -4.2204 0.74
C -3.9221 -2.0508 -4.0939 -0.81
C -2.6814 -2.2222 -3.3683 -0.60
N -2.4184 -3.3809 -2.6927 0.08
C -3.2690 -4.3992 -2.7791 0.02
C -4.3675 -4.3164 -3.6345 -0.78
C -1.2498 -3.2431 -1.6809 -0.62
H -10.5981 -2.7931 -6.3523 0.32
H -9.9582 -1.9916 -7.7733 0.35
H -10.0248 -1.0902 -6.2122 0.39
H -9.3827 -3.4406 -4.6946 0.40
H -7.1486 -3.8334 -3.4426 0.50
H -5.3000 -1.8108 -6.6914 0.48
H -7.5208 -1.4278 -7.7076 0.43
H -4.2060 -1.0676 -4.4391 0.50
H -2.0316 -1.3706 -3.2300 0.70
H -3.0206 -5.2547 -2.1685 0.51
H -5.0440 -5.1527 -3.7311 0.56
H -0.3357 -3.1950 -2.2727 0.35
H -1.3269 -4.1276 -1.0487 0.10
H -1.3534 -2.3437 -1.0738 0.28
C -0.8918 0.3016 1.8098 0.46
F -0.9903 -0.8382 2.4552 -0.15
F -1.9450 0.5572 1.0644 -0.17
F -0.7200 1.2342 2.8370 -0.22
S 0.5954 0.2320 0.7448 0.55
O 1.7307 -0.0097 1.6534 -0.54
O 0.4469 -0.9314 -0.1931 -0.38
N 0.4312 1.8772 0.0455 -0.37
S 0.5502 1.5976 -1.4333 1.13
O 1.8056 1.0877 -1.8770 -0.64
O -0.6829 0.9666 -1.8993 -0.61
C 0.4001 3.3690 -2.1733 0.45
F -0.1676 4.2155 -1.3141 -0.28
F 1.6545 3.8535 -2.2387 -0.24
F -0.2828 3.3487 -3.3689 -0.17
```